(1)
{
  "formula": "C3H3N5",
  "method": "ωB97M-V/def2-TZVPD",
  "smiles": "[H]/N=c1/nccnnn1",
  "lumo_energy_ev": -0.97,
  "total_charge": 0,
  "e_above_lowest_kj_mol": 256.3,
  "multiplicity": 1,
  "total_energy_ha": -389.771060,
  "gap_ha": 0.329,
  "species": ["C", "H", "H", "N", "N", "H", "N", "C", "N", "N", "C"],
  "positions_angstrom": [[-1.43934, 0.20328, 0.41097], [-1.17196, 2.12667, -0.74716], [-2.15881, 0.50787, 1.17619], [0.55213, 1.04074, -0.71469], [0.73545, -1.26631, -0.78402], [2.52815, -0.91451, 0.78638], [2.11057, -0.01869, 0.68910], [1.18496, -0.07448, -0.16714], [-0.39807, -1.71519, -0.55015], [-1.27694, -1.09825, 0.32944], [-0.66614, 1.20887, -0.42892]],
  "forces_ev_per_angstrom": [[1.1, -1.4, -0.7], [0.1, -0.3, -0.1], [0.0, 0.1, -0.5], [0.3, 0.5, 0.0], [-0.2, -0.9, -0.3], [0.3, -1.1, 0.4], [-0.7, 1.2, -0.9], [0.3, 0.1, 0.8], [-0.2, 0.6, -0.5], [0.2, 1.8, 0.7], [-1.2, -0.6, 1.1]]
}

---

(2)
{
  "formula": "C3H3N5",
  "method": "ωB97M-V/def2-TZVPD",
  "lumo_energy_ev": -0.58,
  "total_charge": 0,
  "e_above_lowest_kj_mol": 199.6,
  "multiplicity": 1,
  "total_energy_ha": -389.792670,
  "gap_ha": 0.323,
  "species": ["H", "C", "C", "N", "N", "N", "C", "N", "H", "N", "H"],
  "positions_angstrom": [[-1.97988, -0.00826, 0.87083], [2.30657, -1.33340, 1.12534], [0.14546, -2.32124, 0.82666], [-0.81782, -2.92122, 0.89556], [3.40912, -1.29168, 1.42738], [0.83272, 0.67965, -0.74109], [-0.07616, 0.29289, 0.15365], [1.00720, -1.34750, 0.87689], [0.65885, 1.65978, -1.06929], [-1.15276, 0.52181, 0.58053], [1.71806, 0.35846, -0.50795]],
  "forces_ev_per_angstrom": [[0.8, 0.3, 0.0], [-2.1, -0.8, 0.0], [1.5, 1.0, 0.8], [-2.2, -1.8, -0.2], [1.7, 0.3, 0.1], [-2.6, 1.8, 0.3], [1.3, -0.6, -0.5], [0.1, 2.1, -0.9], [0.6, -1.4, 0.2], [-1.2, -0.6, 0.3], [2.2, -0.2, 0.0]]
}

---

(3)
{
  "formula": "C3H3N5",
  "method": "ωB97M-V/def2-TZVPD",
  "smiles": "c1nnn2cn[nH]c12",
  "lumo_energy_ev": 0.65,
  "total_charge": 0,
  "e_above_lowest_kj_mol": 238.3,
  "multiplicity": 1,
  "total_energy_ha": -389.777901,
  "gap_ha": 0.358,
  "species": ["N", "N", "N", "N", "H", "C", "C", "H", "N", "C", "H"],
  "positions_angstrom": [[-2.07165, -0.13012, -0.10763], [-1.32789, -1.17610, 0.07193], [2.07752, -0.14274, -0.02540], [-0.05165, -0.56566, 0.12672], [-1.91530, 2.03909, -0.33726], [-1.44711, 1.08060, 0.01252], [-0.04977, 0.76498, 0.12502], [1.66102, -1.96392, -0.04935], [1.37176, 1.04384, -0.10276], [1.23255, -1.04038, -0.11348], [1.85358, 1.88904, 0.50228]],
  "forces_ev_per_angstrom": [[-1.2, 0.3, 1.2], [1.6, 2.7, -1.1], [1.6, 3.6, -0.9], [-0.3, -2.8, -0.2], [0.5, -1.3, 0.9], [1.3, 0.2, -1.4], [0.6, -0.1, -1.0], [-0.3, -3.0, -0.1], [-0.2, 4.0, 3.2], [-1.8, -0.7, 1.7], [-1.7, -2.9, -2.2]]
}

---

(4)
{
  "formula": "C3H3N5",
  "method": "ωB97M-V/def2-TZVPD",
  "smiles": "[H]/N=c1\\nccnnn1",
  "lumo_energy_ev": -1.63,
  "total_charge": 0,
  "e_above_lowest_kj_mol": 299.8,
  "multiplicity": 1,
  "total_energy_ha": -389.754499,
  "gap_ha": 0.312,
  "species": ["H", "H", "N", "N", "N", "C", "H", "C", "N", "C", "N"],
  "positions_angstrom": [[-0.60924, 2.56539, -0.45111], [2.49859, 0.66310, 0.93914], [0.73894, 0.99333, -0.72282], [0.35052, -1.20836, -0.55614], [-1.61540, -0.55903, 0.44666], [1.09495, -0.10019, -0.05337], [-2.14872, 1.25321, 1.04070], [-1.37699, 0.73897, 0.50445], [-0.87816, -1.38164, -0.32652], [-0.42122, 1.45182, -0.29457], [2.04394, -0.27650, 0.80626]],
  "forces_ev_per_angstrom": [[0.0, -1.7, -0.4], [-0.3, -1.1, -0.1], [-2.3, 3.3, 0.1], [-1.2, -0.9, 0.0], [0.6, 1.4, 0.9], [2.0, -3.2, 2.5], [-0.1, 0.5, 0.3], [-0.5, -2.2, -0.7], [1.5, 0.3, -0.7], [1.7, 1.9, -0.6], [-1.3, 1.6, -1.4]]
}